#i
Density functional theory data (wB97M-V/def2-TZVPD) for a cluster of 10 separate species, C34H92N4O10 in total.

Geometry (Å):
C  11.5717  9.1819  10.8079
C  11.8763  8.1243  11.8629
C  12.9631  8.5827  12.8689
O  14.2295  8.6333  12.2280
C  15.2983  8.4993  13.1378
N  10.6576  7.7841  12.6632
H  12.5182  9.4710  10.3451
H  11.1544  10.0098  11.3961
H  10.8513  8.8624  10.0645
H  12.2942  7.1970  11.4549
H  13.0001  7.8812  13.7116
H  12.6534  9.5289  13.3225
H  16.2254  8.5635  12.5809
H  15.2057  7.5558  13.6634
H  15.2004  9.2867  13.9001
H  9.9397  7.4019  12.0475
H  10.8493  7.0580  13.3544
C  18.4567  11.2873  15.4581
C  17.5930  10.2247  16.1496
C  18.3857  8.9870  16.5054
O  18.7122  8.3010  15.3240
C  19.5043  7.1721  15.5887
N  17.1254  10.7646  17.4218
H  18.8311  10.9558  14.5050
H  19.2546  11.5957  16.1425
H  17.8553  12.1879  15.2632
H  16.7123  9.9484  15.5562
H  17.7559  8.3063  17.0905
H  19.2897  9.2550  17.0535
H  20.4725  7.4321  16.0360
H  19.6960  6.6417  14.6561
H  19.0599  6.4276  16.2497
H  16.4641  11.5377  17.2642
H  16.7248  10.0294  17.9942
C  14.0648  14.1070  18.4307
C  15.0896  14.1408  17.2446
C  16.5058  14.3295  17.7086
O  16.7711  15.6733  17.9887
C  18.0960  15.8555  18.3842
N  15.0358  12.8677  16.5587
H  14.0901  15.0784  18.9089
H  14.3526  13.2814  19.0794
H  13.0721  13.9448  17.9986
H  14.7854  15.0258  16.6909
H  17.1822  14.1053  16.8651
H  16.6731  13.6342  18.5395
H  18.3914  16.8865  18.5286
H  18.7449  15.5182  17.5695
H  18.3963  15.3388  19.2875
H  14.1007  12.4914  16.4249
H  15.4509  12.9777  15.6276
C  16.9076  11.9716  12.0104
C  15.7386  12.9269  12.4204
C  14.5191  12.0876  12.7279
O  13.3956  12.8359  13.1274
C  12.8570  13.6698  12.1235
N  16.0907  13.6926  13.5819
H  16.6258  11.3165  11.1825
H  17.2373  11.3325  12.8340
H  17.7748  12.5651  11.6970
H  15.5402  13.6284  11.5934
H  14.8104  11.3938  13.5276
H  14.2903  11.3897  11.9255
H  13.4977  14.4854  11.7862
H  11.9367  14.0444  12.5577
H  12.5230  13.1546  11.2230
H  16.8073  14.4189  13.4415
H  15.2225  14.1449  13.9007
C  20.6498  15.2535  14.6185
C  20.9919  13.9249  14.0923
C  20.0248  13.4995  13.0108
O  22.3173  14.0088  13.6320
H  19.6339  15.2549  15.0029
H  20.8546  16.0316  13.8808
H  21.3130  15.5487  15.4302
H  20.9272  13.1519  14.8613
H  19.0093  13.4390  13.4111
H  20.2511  12.5107  12.6157
H  20.0106  14.1695  12.1419
H  22.6803  13.1340  13.4613
C  10.7545  11.2311  16.9874
C  11.3052  11.0317  15.6016
C  10.2950  11.3115  14.5273
O  12.4413  11.9314  15.5558
H  11.5551  11.1378  17.7245
H  9.9103  10.5704  17.1991
H  10.3352  12.2168  17.1881
H  11.7268  10.0380  15.4493
H  9.4000  10.7161  14.6461
H  10.6866  11.1417  13.5191
H  9.9503  12.3445  14.5348
H  12.6029  11.9703  14.6005
C  19.3297  8.4911  11.7142
C  19.2138  8.8475  10.2540
C  20.2446  9.9032  9.8052
O  19.4118  7.5982  9.5370
H  18.6180  7.7251  12.0238
H  19.0872  9.3577  12.3414
H  20.3619  8.2001  11.8649
H  18.1882  9.1453  10.0115
H  20.0153  10.1910  8.7676
H  21.2000  9.4203  9.9522
H  20.1074  10.8216  10.4013
H  19.5101  7.7434  8.5875
C  15.8868  15.5902  8.4852
C  15.1445  14.5596  7.6400
C  14.4353  13.4797  8.5176
O  14.1806  15.2807  6.8201
H  16.4165  16.2289  7.7847
H  16.6437  15.0832  9.1069
H  15.2429  16.1535  9.1413
H  15.8122  13.9616  7.0093
H  13.9810  12.7380  7.8418
H  13.6605  13.9098  9.1545
H  15.1873  12.9710  9.1493
H  13.6383  14.6054  6.4063
C  9.6378  12.6295  11.2204
C  8.4745  12.3545  10.2667
C  8.5494  13.2468  9.0288
O  8.4790  10.9920  9.7662
H  9.8830  13.6929  11.2867
H  10.5265  12.1583  10.7936
H  9.3869  12.2372  12.2021
H  7.5162  12.4552  10.7721
H  7.7525  12.9691  8.3316
H  9.5266  13.1530  8.5414
H  8.3484  14.2762  9.3179
H  8.4628  10.4072  10.5277
C  17.7182  18.1944  11.2770
C  16.7518  17.7744  12.3945
C  15.3842  17.3920  11.8974
O  17.2744  16.5536  13.0506
H  17.3822  19.1063  10.7527
H  17.7290  17.3635  10.5666
H  18.7061  18.4197  11.6801
H  16.6949  18.5913  13.1141
H  15.5135  16.5941  11.1497
H  14.8845  18.1912  11.3412
H  14.7331  17.0852  12.7240
H  18.1438  16.7724  13.3876

Summary:
SMILES: COC[C@H](C)N.COC[C@H](C)N.COC[C@H](C)N.COC[C@H](C)N.CC(C)O.CC(C)O.CC(C)O.CC(C)O.CC(C)O.CC(C)O
HOMO-LUMO gap in eV: 8.8
LUMO energy in eV: 0.468

Mulliken atomic charge list, values in e, 5 entries: -0.942 0.261 -0.220 -0.384 -0.604

#ii
Density functional theory data (wB97M-V/def2-TZVPD) for a cluster of 10 separate species, C34H92N4O10 in total.

Geometry (Å):
C  8.6769  11.2217  13.3441
C  8.6137  11.0161  14.8755
C  8.4233  12.2792  15.5697
O  7.4869  10.2475  15.2421
H  9.2390  12.0950  13.0607
H  7.6435  11.2484  13.0195
H  9.0645  10.2840  12.9783
H  9.5264  10.5396  15.1881
H  8.5713  12.1242  16.6330
H  7.4444  12.6828  15.3762
H  9.1566  13.0265  15.2899
H  7.5239  9.3255  14.9508
C  10.0183  19.4544  9.2673
C  10.7567  18.7280  10.3803
C  9.8335  18.1274  11.3967
O  11.5026  17.6319  9.8266
H  10.7753  19.7640  8.5245
H  9.5303  20.3722  9.5934
H  9.2615  18.8446  8.7659
H  11.5018  19.4101  10.8305
H  9.0672  18.8717  11.6964
H  10.2826  17.7642  12.3216
H  9.3538  17.2712  10.9048
H  12.0860  17.9803  9.1624
C  17.7398  17.3839  11.8930
C  18.6199  18.5025  12.3379
C  19.8797  18.6147  11.6216
O  17.9111  19.7625  12.1764
H  18.2958  16.4193  11.9322
H  17.3592  17.6520  10.9063
H  16.8890  17.2990  12.5576
H  18.7695  18.2639  13.3881
H  20.4509  17.7026  11.4951
H  20.3878  19.3241  12.3360
H  19.8435  19.0716  10.6304
H  17.0966  19.7015  12.6790
C  16.0730  12.1616  10.0741
C  14.7693  11.6188  9.4068
C  14.6558  12.0947  7.9803
O  14.5761  10.2077  9.5376
H  16.9324  11.8113  9.5214
H  16.0179  11.7578  11.1183
H  16.1228  13.2342  10.0922
H  13.8747  12.0577  9.8835
H  15.3159  11.5387  7.3071
H  14.8724  13.1317  7.9547
H  13.5976  11.9131  7.6255
H  15.1473  9.7782  8.8685
C  10.0432  14.9104  18.8699
C  11.2972  14.1133  18.6181
C  12.3215  14.9522  17.9336
O  11.7913  13.4695  19.8429
H  9.5207  15.2933  18.0266
H  10.1957  15.7765  19.5535
H  9.3694  14.2470  19.3667
H  11.1378  13.2271  18.0070
H  11.8651  15.3484  17.0052
H  13.2679  14.4185  17.7333
H  12.5154  15.8565  18.5363
H  11.9939  14.1837  20.4908
C  15.6378  8.9801  12.7529
C  14.2768  8.3186  12.8502
C  13.8386  8.2765  14.2972
O  13.2544  8.9534  12.1595
H  16.3796  8.3119  13.1460
H  15.7453  9.9236  13.2833
H  15.8399  9.1601  11.6895
H  14.3792  7.2969  12.4241
H  14.0116  9.2741  14.7334
H  14.4644  7.5712  14.8468
H  12.7742  8.0200  14.3544
H  13.5990  9.5251  11.4717
C  11.4065  8.0750  18.9075
C  12.5737  9.0785  18.7565
C  12.3131  9.8667  17.4011
O  13.5443  10.3946  16.9391
C  13.3317  11.5514  16.1889
N  12.6956  10.0926  19.7408
H  10.4628  8.6045  18.7951
H  11.4216  7.5631  19.8588
H  11.5003  7.3217  18.0758
H  13.5453  8.6054  18.6310
H  11.6246  10.6150  17.6017
H  11.9101  9.2471  16.6116
H  14.1907  12.1912  16.2202
H  12.5415  12.1005  16.7022
H  13.0559  11.3491  15.1077
H  13.2608  10.8439  19.3355
H  11.7972  10.4916  20.0648
C  10.2504  11.2620  8.0743
C  9.9687  11.8057  9.4702
C  10.3085  13.2633  9.6531
O  11.7199  13.4199  9.4928
C  12.1595  14.7863  9.6973
N  8.5451  11.5904  9.7253
H  10.1953  10.1936  8.1252
H  11.2919  11.4556  7.8911
H  9.5403  11.6810  7.3705
H  10.6463  11.2390  10.1184
H  10.0516  13.5950  10.7011
H  9.7129  13.9232  9.0038
H  11.6826  15.4774  9.0038
H  13.2485  14.6811  9.5820
H  11.9084  15.2151  10.6833
H  8.3985  11.8775  10.6956
H  8.3195  10.5966  9.6047
C  11.8701  18.5560  17.0761
C  10.7167  18.9974  16.1943
C  9.6795  17.8969  16.1309
O  10.1092  16.8383  15.2741
C  9.0792  16.0676  14.7296
N  10.1297  20.2413  16.7125
H  12.4474  17.7733  16.5591
H  11.6390  18.2001  18.1250
H  12.5002  19.4247  17.0850
H  11.1192  19.1048  15.1252
H  8.7201  18.3106  15.7374
H  9.5316  17.4583  17.1505
H  9.5587  15.3401  14.0772
H  8.4645  16.7196  14.0771
H  8.4331  15.5231  15.4165
H  9.3975  20.5693  16.0485
H  10.8223  20.9637  16.8258
C  14.5077  14.5320  13.9688
C  13.3756  14.9759  13.0683
C  12.0632  14.3703  13.4944
O  12.0343  13.0037  13.7683
C  12.5440  12.1786  12.7081
N  13.1658  16.4589  13.0303
H  15.4269  15.0284  13.7827
H  14.6526  13.4437  13.8148
H  14.2333  14.6571  15.0358
H  13.5899  14.7152  12.0037
H  11.3255  14.5638  12.6882
H  11.7947  14.8545  14.4347
H  12.0230  12.4352  11.7496
H  12.2924  11.1695  13.0859
H  13.6185  12.2381  12.5648
H  12.6198  16.6719  12.2130
H  12.6808  16.7252  13.8642

Summary:
SMILES: COC[C@H](C)N.COC[C@H](C)N.COC[C@H](C)N.COC[C@H](C)N.CC(C)O.CC(C)O.CC(C)O.CC(C)O.CC(C)O.CC(C)O
HOMO-LUMO gap in eV: 8.7
LUMO energy in eV: 0.330

Mulliken atomic charge list, values in e, 5 entries: -1.205 1.269 -1.190 -0.647 -0.047

The structure with the least stability is #ii.